Entry 1:
Entry from the OMol25 dataset: a 2-piece molecular cluster, C37H50N2O5 overall (ωB97M-V/def2-TZVPD).

CARTESIAN COORDINATES (ANGSTROEM)
O -1.39 2.60 -0.06
C 1.05 -1.80 -0.17
C -2.85 -1.45 4.88
C -0.71 -2.01 1.54
C 0.47 1.14 0.41
H -3.25 2.15 1.54
H 2.35 -2.13 -3.34
C 2.29 1.18 3.69
H 0.10 -2.26 7.26
C -3.10 -2.00 6.14
C 1.72 1.57 5.02
C -0.74 -1.99 6.61
C -1.36 -5.09 0.50
H -2.71 -1.26 1.32
H 3.15 3.71 -1.72
H 3.06 1.89 3.37
H -4.12 -4.83 0.81
H 2.24 5.10 -1.16
C -1.67 -6.80 2.24
C -1.57 -0.96 4.59
H 1.22 2.54 4.95
N -3.00 -4.65 3.94
C -2.44 2.59 2.12
H -0.12 -2.60 2.26
H 0.02 0.82 -2.36
C -0.05 -1.23 0.56
C -0.78 1.89 0.75
C 2.66 -3.63 -0.30
C 0.29 1.84 -2.06
O 1.17 1.23 2.76
H -1.86 -6.24 4.66
H -0.33 -4.93 0.82
H 0.32 2.57 -4.09
C -2.73 2.65 3.58
O -5.05 -4.09 4.81
H -0.64 2.36 -1.78
H -4.12 -2.29 6.40
H -3.81 -0.55 3.15
H 1.80 -2.87 1.55
H -4.80 -2.76 2.33
H 3.55 -4.03 -2.24
H 3.15 -4.48 0.19
H 2.51 1.65 5.78
H 0.53 -1.19 5.04
H -0.64 -6.69 2.59
C 2.13 4.07 -1.53
H -1.87 3.07 4.12
C 2.19 -2.34 -2.28
H 0.34 4.55 -2.62
H 0.99 0.84 5.39
H 0.53 3.72 -0.19
H 2.07 1.22 -1.01
C 1.29 -1.55 -1.55
C -2.17 -4.36 2.79
H -2.98 1.67 4.01
C -0.49 -1.35 5.39
H 2.11 3.26 0.50
H -4.92 -1.29 4.33
H -3.59 3.32 3.74
H -2.26 -2.64 8.02
H -3.71 -6.53 0.52
C 2.87 -3.40 -1.66
C -2.23 -5.50 1.68
H -1.37 -5.91 -0.24
H 0.73 -0.76 -2.05
C -2.09 -2.07 1.69
H -2.28 -7.22 3.04
C -3.94 -1.39 3.84
C 1.29 4.03 -2.81
H -2.22 3.59 1.73
C -3.68 -5.72 1.26
C 1.53 1.00 1.49
H -1.12 -4.26 3.11
C 1.50 3.25 -0.42
H -1.66 -7.55 1.43
C 1.85 -2.79 0.46
H -1.74 -4.19 0.01
N -2.73 -3.04 2.39
C -4.13 -3.87 4.04
H 2.71 0.17 3.70
C -2.72 -5.63 4.97
H -3.61 -6.26 5.12
H -4.30 -6.04 2.11
H 1.90 2.07 -3.49
H -0.59 -0.36 0.13
O -1.28 1.75 1.98
C 1.15 1.79 -0.79
O 2.67 0.69 1.19
H -2.47 -5.14 5.93
C 0.97 2.59 -3.21
H -1.40 -0.35 3.71
H 1.81 4.55 -3.61
C -2.05 -2.23 7.03
C -3.99 -2.71 3.07

Values from the calculation:
Net charge: 0
HOMO (eV): -7.028
LUMO (eV): -1.2
ΔE to the lowest compared entry with this formula, charge and spin (kJ/mol): 185.4

In elementary charge units, the Löwdin charges are:
1. O 0.0206
2. C -0.2046
3. C -0.2190
4. C -0.0821
5. C -0.0616
6. H 0.1278
7. H 0.1078
8. C -0.2144
9. H 0.1034
10. C -0.0423
11. C -0.0705
12. C -0.0847
13. C -0.0444
14. H 0.1465
15. H 0.1137
16. H 0.1286
17. H 0.0861
18. H 0.1074
19. C -0.0594
20. C -0.0344
21. H 0.0845
22. N -0.0257
23. C -0.2316
24. H 0.1069
25. H 0.0891
26. C -0.0026
27. C -0.4425
28. C -0.0809
29. C -0.1690
30. O -0.0166
31. H 0.0738
32. H 0.0850
33. H 0.1058
34. C -0.0636
35. O 0.0786
36. H 0.1024
37. H 0.1181
38. H 0.1116
39. H 0.1145
40. H 0.1657
41. H 0.1050
42. H 0.1041
43. H 0.0805
44. H 0.0971
45. H 0.0953
46. C -0.1937
47. H 0.0876
48. C -0.0671
49. H 0.1162
50. H 0.0478
51. H 0.1158
52. H 0.1425
53. C 0.0015
54. C -0.1654
55. H 0.0595
56. C -0.0777
57. H 0.1230
58. H 0.1351
59. H 0.0824
60. H 0.1073
61. H 0.0933
62. C -0.0794
63. C -0.5298
64. H 0.0956
65. H 0.0896
66. C -0.0421
67. H 0.0715
68. C -0.0723
69. C -0.2024
70. H 0.1291
71. C -0.0326
72. C -0.4803
73. H 0.1583
74. C -0.1421
75. H 0.0946
76. C -0.0339
77. H 0.0851
78. N 0.0145
79. C -0.4171
80. H 0.1232
81. C -0.0109
82. H 0.1042
83. H 0.0914
84. H 0.1117
85. H 0.1066
86. O -0.0062
87. C -0.2697
88. O 0.0632
89. H 0.0960
90. C -0.1936
91. H 0.1027
92. H 0.1042
93. C -0.0815
94. C -0.1656

=====

Entry 2:
Entry from the OMol25 dataset: C20H34N4O2PdTe as an isolated structure (ωB97M-V/def2-TZVPD).

CARTESIAN COORDINATES (ANGSTROEM)
H 8.18 -0.60 1.66
H -0.56 1.17 2.21
H -3.01 1.19 2.73
H 0.76 4.18 1.37
H -2.80 -0.95 -2.96
H -1.14 2.67 2.99
H -1.83 -3.68 1.02
C -1.27 -2.77 1.30
H 0.09 -0.04 -1.65
N -3.51 -2.16 2.03
H 1.46 1.80 -0.41
H -0.50 -2.70 -0.68
C 0.66 3.13 1.06
C -0.88 -1.95 0.03
O -0.72 2.81 0.97
H 1.53 -1.31 -5.78
H -2.81 1.53 -4.72
H -3.24 2.46 1.51
H 2.67 -0.04 -5.39
H 1.13 0.53 -7.34
C -0.06 0.11 -3.75
N -1.00 0.48 -4.73
C 0.85 0.66 -6.29
Pd 0.84 -0.66 0.19
H 2.38 3.31 -0.22
H 5.94 -1.20 2.48
H 4.18 1.57 -0.24
H -0.38 -3.08 1.84
C -2.61 1.62 1.82
C 5.05 1.10 0.19
H -1.79 1.83 -2.25
H 1.06 1.70 -6.00
H -1.82 -1.60 -0.45
N -0.51 0.17 -2.48
C -0.63 0.39 -6.12
N 1.16 -0.23 -4.01
C -2.44 0.51 -4.50
H -3.84 0.49 -2.87
C -2.83 0.13 -3.08
H 6.41 2.18 -1.07
C 7.30 -0.12 1.24
C -1.79 0.74 -2.15
O -1.76 -1.23 3.11
H 8.44 1.10 -0.13
H -3.78 -2.44 1.10
C 7.45 0.84 0.24
H 1.15 2.50 1.81
C 6.04 -0.45 1.71
H -1.97 0.51 -1.11
C 1.61 -0.29 -5.37
C 4.88 0.14 1.20
H -0.87 -0.61 -6.52
C 6.31 1.44 -0.28
C -2.14 -1.98 2.23
H -2.62 0.85 1.04
H 0.84 3.34 -1.10
H -1.25 1.10 -6.69
C 1.37 2.88 -0.27
H -4.06 -1.40 2.40
Te 2.96 -0.38 1.93
C -1.19 2.06 2.07
H -2.93 -0.16 -5.22

Values from the calculation:
Net charge: -2
HOMO (eV): 0.617
LUMO (eV): 4.6
ΔE to the lowest compared entry with this formula, charge and spin (kJ/mol): 160.8

In elementary charge units, the Löwdin charges are:
1. H 0.0786
2. H 0.0903
3. H 0.0586
4. H 0.1029
5. H 0.1109
6. H 0.1128
7. H 0.0802
8. C -0.2729
9. H 0.0429
10. N 0.1156
11. H 0.0145
12. H -0.0116
13. C -0.3070
14. C -0.3129
15. O -0.1815
16. H 0.0983
17. H 0.1113
18. H 0.0662
19. H 0.0935
20. H 0.0968
21. C -0.3868
22. N -0.0615
23. C -0.1944
24. Pd -0.0625
25. H 0.0601
26. H 0.0664
27. H 0.0682
28. H 0.0928
29. C -0.0927
30. C -0.1728
31. H 0.1196
32. H 0.1102
33. H -0.0208
34. N 0.0537
35. C -0.2114
36. N 0.0681
37. C -0.1962
38. H 0.1031
39. C -0.1703
40. H 0.0835
41. C -0.1466
42. C -0.2133
43. O 0.0203
44. H 0.0719
45. H 0.0732
46. C -0.1555
47. H 0.0698
48. C -0.2008
49. H 0.0789
50. C -0.2805
51. C -0.7219
52. H 0.1177
53. C -0.1346
54. C -0.5724
55. H 0.0519
56. H 0.0645
57. H 0.1095
58. C -0.1026
59. H 0.0745
60. Te 0.5446
61. C -0.2993
62. H 0.1071

=====

Entry 3:
Entry from the OMol25 dataset: C5H4O2 as an isolated structure (ωB97M-V/def2-TZVPD).

CARTESIAN COORDINATES (ANGSTROEM)
H -0.29 -0.48 2.24
O 1.09 -0.70 -1.29
O 0.63 1.37 -0.32
H -1.48 -0.82 -1.94
H 0.35 -1.53 -0.52
C -0.16 -0.05 1.26
C 0.22 0.23 -1.03
C -0.68 -0.72 0.06
H 0.96 1.80 1.67
C -1.15 -0.18 -1.13
C 0.50 1.09 1.00

Values from the calculation:
Net charge: 0
HOMO (spin up / spin down) (eV): -9.297 / -9.295
LUMO (spin up / spin down) (eV): -0.8 / -0.8
ΔE to the lowest compared entry with this formula, charge and spin (kJ/mol): 616.1

In elementary charge units, the Löwdin charges are:
1. H 0.1091
2. O 0.0367
3. O 0.0549
4. H 0.1032
5. H 0.2350
6. C -0.0538
7. C -0.5300
8. C -0.0705
9. H 0.1342
10. C 0.0679
11. C -0.0866

=====

Entry 4:
Entry from the OMol25 dataset: a 10-piece molecular cluster, C22H68N16O10 overall (ωB97M-V/def2-TZVPD).

CARTESIAN COORDINATES (ANGSTROEM)
C 17.09 -25.33 -34.89
H 22.91 -18.23 -37.89
C 20.82 -26.29 -37.57
C 18.83 -21.58 -41.26
C 18.00 -16.32 -37.20
H 25.65 -23.42 -32.33
O 21.03 -22.97 -35.96
C 17.54 -16.97 -35.80
H 20.29 -16.60 -33.96
C 17.71 -21.15 -36.07
H 15.21 -18.70 -34.85
C 22.29 -18.56 -37.07
H 14.59 -25.07 -40.29
C 19.98 -22.08 -35.47
H 22.57 -25.99 -36.80
H 19.33 -17.77 -37.06
C 16.18 -25.58 -39.10
C 25.89 -21.31 -35.80
H 24.13 -17.13 -35.98
C 21.01 -27.21 -33.56
H 16.00 -15.98 -37.70
H 22.14 -28.73 -34.32
H 16.61 -16.82 -38.87
H 20.42 -25.30 -33.18
H 16.98 -17.82 -36.21
O 18.75 -17.39 -35.15
O 18.94 -20.77 -42.20
H 24.34 -17.99 -34.59
H 17.09 -15.08 -38.78
H 21.56 -17.76 -36.97
C 13.26 -19.53 -30.72
H 18.52 -15.46 -36.78
N 18.79 -21.18 -40.00
N 22.14 -27.73 -34.16
H 22.61 -21.89 -35.27
H 14.72 -16.24 -33.54
C 16.95 -16.01 -38.23
H 26.42 -20.96 -36.68
H 24.97 -19.03 -36.88
H 17.17 -21.82 -35.41
H 18.71 -26.32 -34.47
H 12.94 -18.53 -30.43
H 12.67 -19.91 -31.55
N 21.17 -25.88 -33.52
N 21.25 -27.54 -37.54
N 16.21 -25.21 -35.83
N 18.94 -17.24 -37.83
H 16.45 -25.60 -36.73
C 18.93 -21.98 -36.62
H 15.06 -17.92 -30.66
H 19.00 -23.46 -40.60
H 16.91 -16.23 -35.30
H 18.70 -21.68 -39.13
C 25.17 -24.79 -33.81
H 22.92 -23.64 -35.28
H 26.54 -24.74 -35.39
O 20.06 -27.94 -33.28
H 19.39 -21.48 -37.47
H 18.01 -26.42 -36.14
O 16.56 -26.35 -38.26
H 25.29 -26.02 -35.26
H 21.75 -19.45 -37.40
H 18.80 -20.17 -39.89
H 14.45 -26.57 -39.47
O 19.72 -25.92 -37.94
O 24.14 -25.28 -33.35
H 22.70 -19.56 -35.12
H 15.15 -20.09 -33.70
O 14.60 -19.83 -31.03
H 19.39 -23.85 -37.05
N 25.90 -23.87 -33.19
H 22.06 -25.48 -33.76
C 22.19 -22.87 -35.04
H 19.54 -16.75 -38.47
N 16.63 -24.33 -39.36
H 15.40 -24.71 -35.49
H 22.04 -27.68 -36.93
N 15.46 -16.74 -33.07
H 12.95 -20.15 -29.88
H 17.11 -20.85 -36.94
N 18.04 -26.08 -35.19
H 20.33 -21.07 -35.27
C 15.56 -19.09 -33.89
C 24.33 -19.71 -36.32
H 18.05 -23.79 -36.21
O 16.93 -24.82 -33.81
H 26.88 -23.84 -33.42
H 13.92 -17.98 -32.93
N 18.65 -22.87 -41.34
H 26.35 -21.82 -34.95
H 19.59 -22.49 -34.54
H 24.06 -20.44 -37.09
C 14.99 -18.12 -32.82
H 18.43 -23.33 -42.21
H 25.33 -22.16 -36.19
H 20.60 -28.27 -37.79
H 22.03 -22.86 -33.97
H 21.75 -24.47 -37.13
N 18.51 -23.35 -37.00
C 23.22 -18.92 -35.83
N 21.77 -25.48 -37.15
H 17.32 -24.13 -38.66
H 16.20 -16.78 -33.76
H 16.35 -18.90 -31.21
C 19.28 -16.36 -34.29
N 15.02 -25.78 -39.73
C 15.31 -18.67 -31.40
N 25.80 -25.23 -34.90
H 16.33 -23.73 -40.12
H 18.67 -16.31 -33.39
H 19.48 -15.44 -34.83
H 22.93 -27.14 -34.35
O 24.91 -20.42 -35.26
N 23.66 -17.65 -35.26
H 16.64 -19.21 -33.95
H 17.98 -20.26 -35.51

Values from the calculation:
Net charge: 0
Structure (SMILES): COC[C@H](C)N.COC[C@H](C)N.COC[C@H](C)N.COC[C@H](C)N.NC(N)=O.NC(N)=O.NC(N)=O.NC(N)=O.NC(N)=O.NC(N)=O
HOMO (eV): -8.651
LUMO (eV): -0.2
ΔE to the lowest compared entry with this formula, charge and spin (kJ/mol): 473.7

Löwdin atomic charge list, values in e, 99 entries:
1. C -0.9035
2. H 0.0756
3. C -0.7322
4. C -0.7448
5. C -0.4276
6. H 0.1270
7. O -0.2362
8. C -0.1876
9. H 0.0844
10. C -0.0287
11. H 0.0714
12. C -0.0312
13. H 0.0999
14. C -0.1594
15. H 0.0862
16. H 0.0378
17. C -0.7125
18. C -0.0997
19. H 0.0728
20. C -0.6841
21. H 0.0650
22. H 0.1041
23. H 0.0787
24. H 0.1162
25. H 0.1123
26. O -0.2180
27. O 0.0030
28. H 0.0685
29. H 0.0776
30. H 0.0527
31. C -0.1285
32. H 0.1138
33. N 0.1662
34. N 0.1276
35. H 0.0642
36. H 0.0666
37. C -0.0709
38. H 0.0962
39. H 0.1332
40. H 0.0798
41. H 0.0960
42. H 0.0912
43. H 0.0858
44. N 0.1761
45. N 0.1650
46. N 0.1745
47. N 0.0354
48. H 0.0412
49. C -0.3737
50. H 0.1086
51. H 0.1061
52. H 0.1105
53. H 0.0627
54. C -0.7161
55. H 0.0619
56. H 0.1140
57. O 0.0286
58. H 0.1012
59. H 0.1062
60. O 0.0390
61. H 0.1102
62. H 0.0689
63. H 0.1097
64. H 0.1110
65. O 0.0239
66. O 0.0137
67. H 0.1308
68. H 0.0823
69. O -0.1740
70. H 0.0374
71. N 0.1666
72. H 0.0473
73. C -0.0625
74. H 0.0814
75. N 0.1661
76. H 0.1272
77. H 0.0814
78. N 0.0445
79. H 0.0826
80. H 0.0749
81. N 0.2214
82. H 0.1139
83. C -0.0571
84. C -0.2929
85. H 0.0430
86. O 0.0291
87. H 0.1097
88. H 0.1287
89. N 0.1541
90. H 0.0687
91. H 0.1329
92. H 0.1267
93. C -0.3857
94. H 0.1194
95. H 0.0675
96. H 0.1244
97. H 0.0957
98. H 0.0865
99. N 0.0748